# 1
{"formula": "C5H4N", "method": "wB97M-V/def2-TZVPD", "lumo_energy_ha": -0.2372, "multiplicity": 1, "homo_lumo_gap_ha": 0.2718, "total_charge": 1, "de_lowest_ev": 3.3845, "symbols": ["C", "C", "C", "C", "C", "N", "H", "H", "H", "H"], "xyz": [[2.21, 0.30, -0.53], [2.35, -0.05, 0.69], [-0.03, 0.65, 0.38], [1.16, 0.88, 0.18], [-2.27, 0.56, -0.07], [-1.15, 1.14, 0.09], [2.38, 0.32, -1.61], [2.40, -0.52, 1.60], [-3.29, 0.87, -0.49], [-2.33, -0.41, 0.44]]}

***

# 2
{"formula": "C12H18ClN2O6", "method": "wB97M-V/def2-TZVPD", "lumo_energy_ha": 0.0836, "multiplicity": 1, "homo_lumo_gap_ha": 0.2804, "total_charge": -1, "de_lowest_ev": 1.5789, "symbols": ["Cl", "O", "O", "O", "O", "N", "C", "C", "C", "C", "C", "H", "H", "H", "H", "H", "N", "C", "C", "C", "C", "C", "H", "H", "H", "H", "H", "C", "O", "H", "H", "H", "H", "C", "O", "H", "H", "H", "H"], "xyz": [[-3.36, 0.36, -0.05], [-4.50, 0.27, -0.88], [-2.13, 0.29, -0.80], [-3.33, 1.67, 0.58], [-3.39, -0.62, 0.98], [6.33, 7.11, -0.49], [6.59, 5.91, -1.01], [5.52, 5.01, -1.14], [4.20, 5.38, -0.81], [3.98, 6.68, -0.39], [5.06, 7.48, -0.27], [7.62, 5.61, -1.10], [5.79, 4.04, -1.53], [3.40, 4.68, -1.00], [3.00, 6.97, -0.05], [4.93, 8.44, 0.19], [1.40, -7.69, 1.88], [2.49, -8.47, 2.40], [3.76, -8.01, 2.70], [4.05, -6.69, 2.38], [3.08, -5.89, 1.82], [1.76, -6.37, 1.62], [2.32, -9.49, 2.73], [4.50, -8.62, 3.20], [5.02, -6.29, 2.64], [3.39, -4.87, 1.62], [1.06, -5.74, 1.10], [-5.42, 7.79, -2.24], [-5.92, 6.90, -1.12], [-5.43, 7.23, -3.18], [-6.06, 8.66, -2.35], [-4.38, 8.12, -2.23], [-5.17, 6.36, -0.87], [-7.02, -6.01, -0.58], [-5.67, -6.42, -0.58], [-7.17, -4.94, -0.73], [-7.48, -6.57, -1.40], [-7.50, -6.29, 0.35], [-5.34, -5.97, -1.36]]}